[1]
This record from OMol25 describes a molecular structure, C32H38AuN6S. The level of theory is ωB97M-V/def2-TZVPD.

Element x y z (Å)
1 Au 1.05 0.52 -1.26
2 C 2.40 4.04 -1.34
3 C 3.04 3.30 -0.20
4 C 4.36 3.53 0.17
5 C 4.94 2.84 1.23
6 C 4.20 1.90 1.94
7 C 2.88 1.63 1.60
8 C 2.06 0.63 2.37
9 C 2.33 2.35 0.54
10 N 0.97 2.06 0.15
11 C 0.00 2.67 0.70
12 C 0.16 3.73 1.75
13 C -1.41 2.36 0.27
14 C -2.39 3.48 0.23
15 N -1.72 1.15 0.00
16 C -2.79 0.55 -0.51
17 C -3.10 0.68 -1.88
18 C -2.26 1.55 -2.78
19 C -4.23 0.05 -2.33
20 C -5.11 -0.72 -1.50
21 C -4.81 -0.92 -0.21
22 C -3.56 -0.37 0.42
23 C -3.98 0.47 1.67
24 H 3.13 4.66 -1.85
25 H 1.61 4.70 -0.99
26 H 1.97 3.36 -2.07
27 H 4.94 4.26 -0.37
28 H 5.96 3.04 1.51
29 H 4.65 1.37 2.76
30 H 2.68 0.10 3.08
31 H 1.60 -0.11 1.69
32 H 1.25 1.11 2.93
33 H 1.18 3.79 2.09
34 H -0.50 3.53 2.60
35 H -0.13 4.70 1.35
36 H -2.56 3.87 1.24
37 H -3.34 3.17 -0.20
38 H -1.97 4.30 -0.35
39 H -1.20 1.29 -2.69
40 H -2.37 2.61 -2.54
41 H -2.56 1.42 -3.82
42 H -4.51 0.18 -3.37
43 H -6.03 -1.11 -1.92
44 H -5.47 -1.49 0.43
45 H -4.58 -0.13 2.35
46 H -4.59 1.31 1.35
47 H -3.10 0.83 2.20
48 C 4.41 -1.10 -3.48
49 N 3.96 -1.86 -2.30
50 C 4.80 -2.54 -1.45
51 C 4.04 -3.08 -0.48
52 N 2.73 -2.71 -0.74
53 C 2.70 -1.94 -1.87
54 S 1.34 -1.25 -2.71
55 C 1.62 -3.15 0.02
56 C 1.63 -4.40 0.63
57 C 0.52 -4.76 1.37
58 C -0.59 -3.91 1.44
59 C -0.49 -2.72 0.76
60 N 0.59 -2.33 0.11
61 H 5.40 -1.45 -3.74
62 H 4.43 -0.04 -3.25
63 H 3.73 -1.29 -4.30
64 H 5.87 -2.59 -1.61
65 H 4.31 -3.67 0.38
66 H 2.46 -5.08 0.52
67 H 0.49 -5.72 1.87
68 H -1.46 -4.23 1.99
69 H -1.07 -0.93 0.05
70 C -3.83 -3.87 0.80
71 C -3.46 -2.65 1.67
72 C -2.75 -1.59 0.89
73 N -1.51 -1.69 0.58
74 H -4.26 -4.64 1.44
75 H -2.96 -4.29 0.29
76 H -4.56 -3.61 0.04
77 H -2.83 -2.94 2.51
78 H -4.37 -2.23 2.11

E_LUMO: -10.3859 eV
Net charge: +3
Energy above the lowest of the compared OMol25 structures with the same formula, charge and spin: 0.0 kJ/mol

***

[2]
This record from OMol25 describes a gas-phase ion, C9H20PS2 (charge +1). The level of theory is ωB97M-V/def2-TZVPD.

Element x y z (Å)
1 C 0.05 1.45 -2.18
2 C -1.36 1.08 -1.55
3 C 0.97 0.30 -2.12
4 C -0.27 -0.63 0.28
5 C -2.42 2.11 -1.89
6 C 2.37 0.68 -2.79
7 C 1.09 -2.52 1.98
8 C -1.65 -1.38 2.77
9 C 0.94 0.22 3.15
10 P 0.05 -1.08 2.14
11 S -1.32 0.78 0.22
12 S 1.63 -0.14 -0.40
13 H -0.07 1.82 -3.27
14 H 0.58 2.20 -1.53
15 H -1.47 0.14 -2.00
16 H 0.65 -0.76 -2.46
17 H -0.52 -1.50 -0.28
18 H -2.13 3.06 -1.59
19 H -3.47 1.99 -1.39
20 H -2.57 2.15 -2.91
21 H 2.71 1.50 -2.10
22 H 1.98 1.18 -3.73
23 H 3.14 -0.15 -2.92
24 H 2.25 -2.52 2.17
25 H 0.79 -2.76 0.88
26 H 0.69 -3.31 2.69
27 H -1.95 -2.29 2.23
28 H -2.33 -0.57 2.49
29 H -1.62 -1.34 3.90
30 H 0.33 0.33 4.06
31 H 1.20 1.12 2.64
32 H 1.82 -0.24 3.62

E_LUMO: -2.5683 eV
Net charge: +1
Energy above the lowest of the compared OMol25 structures with the same formula, charge and spin: 0.0 kJ/mol

***

[3]
This record from OMol25 describes 5 unconnected molecules or ions with the total composition C3H16O4. The level of theory is ωB97M-V/def2-TZVPD.

Element x y z (Å)
1 C 2.36 0.73 -1.41
2 C 0.84 0.64 -1.06
3 C 0.37 2.10 -1.12
4 H 2.61 1.33 -2.28
5 H 2.84 -0.25 -1.42
6 H 2.83 1.28 -0.58
7 H 0.82 0.12 -0.10
8 H 0.44 -0.02 -1.83
9 H 0.78 2.58 -0.23
10 H 0.61 2.52 -2.08
11 H -0.70 2.14 -0.87
12 H -1.98 0.54 1.00
13 H -3.25 1.07 1.67
14 O -2.93 0.63 0.87
15 H 0.65 0.91 2.57
16 H -0.77 0.21 2.85
17 O -0.06 0.37 2.22
18 H -1.08 -2.25 2.03
19 H -2.23 -2.35 0.94
20 O -1.62 -2.88 1.49
21 H -0.29 -2.41 -1.23
22 H 0.24 -3.65 -0.42
23 O -0.49 -3.34 -0.99

2S+1: 2
E_LUMO (alpha / beta): -4.1185 / -11.0651 eV
Net charge: +1
Energy above the lowest of the compared OMol25 structures with the same formula, charge and spin: 74.3 kJ/mol

***

[4]
This record from OMol25 describes a molecular structure, C38H44Cl5NaO10P2S2. The level of theory is ωB97M-V/def2-TZVPD.

Element x y z (Å)
1 Na -0.14 0.35 0.03
2 O 0.54 -2.99 0.28
3 C -0.60 -2.55 -0.16
4 O -1.05 -1.45 0.20
5 C -1.36 -3.53 -0.99
6 C -0.90 -4.85 -0.91
7 C -1.54 -5.91 -1.50
8 C -2.72 -5.66 -2.22
9 C -3.21 -4.38 -2.31
10 C -2.57 -3.25 -1.71
11 S -3.33 -1.74 -1.93
12 H 0.01 -5.03 -0.34
13 H -1.15 -6.92 -1.42
14 H -3.24 -6.47 -2.71
15 H -4.13 -4.18 -2.85
16 Cl -1.18 7.64 -1.96
17 C -0.65 6.03 -1.60
18 C -1.50 5.12 -0.97
19 Cl -3.11 5.60 -0.58
20 C -1.07 3.85 -0.64
21 Cl -2.11 2.70 0.10
22 C 0.27 3.39 -0.89
23 O 0.69 2.26 -0.54
24 C 1.09 4.35 -1.58
25 Cl 2.70 3.85 -1.96
26 C 0.65 5.62 -1.92
27 Cl 1.71 6.72 -2.73
28 C 4.38 -4.15 1.83
29 C 3.16 -3.66 1.06
30 C 3.59 -3.12 -0.30
31 O 2.52 -2.71 1.89
32 P 1.35 -1.63 1.58
33 O 1.58 -0.67 0.46
34 C -0.14 -2.12 2.58
35 P -1.25 -0.69 2.59
36 O -0.75 0.58 2.05
37 O -1.49 -0.54 4.21
38 C -0.65 0.34 4.96
39 C -0.34 -0.31 6.30
40 C -1.37 1.68 5.12
41 O -2.75 -0.94 2.17
42 C -3.72 -1.95 2.44
43 C -3.92 -2.20 3.93
44 C -3.45 -3.24 1.68
45 O 1.77 -0.72 2.93
46 C 2.76 0.30 2.99
47 C 2.27 1.63 2.43
48 C 4.09 -0.11 2.35
49 H 4.83 -5.01 1.33
50 H 4.10 -4.44 2.85
51 H 5.13 -3.35 1.89
52 H 2.48 -4.51 0.91
53 H 4.17 -2.20 -0.16
54 H 2.72 -2.89 -0.89
55 H 4.21 -3.86 -0.82
56 H 0.22 -2.26 3.60
57 H -0.62 -3.02 2.23
58 H 0.28 0.50 4.41
59 H -1.26 -0.54 6.83
60 H 0.26 0.37 6.90
61 H 0.22 -1.23 6.15
62 H -2.30 1.53 5.67
63 H -1.59 2.07 4.13
64 H -0.75 2.39 5.67
65 H -4.64 -1.52 2.03
66 H -3.00 -2.59 4.37
67 H -4.73 -2.91 4.07
68 H -4.16 -1.26 4.44
69 H -2.65 -3.82 2.15
70 H -3.19 -3.01 0.65
71 H -4.35 -3.86 1.68
72 H 2.94 0.43 4.07
73 H 2.12 1.56 1.36
74 H 3.01 2.41 2.65
75 H 1.32 1.91 2.88
76 H 3.94 -0.23 1.27
77 H 4.42 -1.06 2.77
78 H 4.84 0.66 2.52
79 O 0.11 0.03 -2.10
80 S 1.05 -1.10 -2.18
81 C 0.48 -2.13 -3.57
82 C -0.49 -1.63 -4.42
83 C -0.95 -2.42 -5.47
84 C -0.44 -3.69 -5.66
85 C 0.52 -4.20 -4.79
86 C 0.97 -3.42 -3.73
87 C 2.41 -0.47 -3.22
88 C 2.39 0.87 -3.57
89 C 3.40 1.38 -4.37
90 C 4.43 0.56 -4.81
91 C 4.47 -0.77 -4.42
92 C 3.47 -1.28 -3.61
93 H -0.89 -0.65 -4.23
94 H -1.72 -2.04 -6.12
95 H -0.82 -4.32 -6.46
96 H 0.88 -5.21 -4.90
97 H 1.68 -3.83 -3.03
98 H 1.58 1.49 -3.21
99 H 3.40 2.43 -4.64
100 H 5.21 0.96 -5.46
101 H 5.28 -1.41 -4.75
102 H 3.50 -2.32 -3.30

E_LUMO: 3.7104 eV
Net charge: -2
Energy above the lowest of the compared OMol25 structures with the same formula, charge and spin: 120.2 kJ/mol